# 1
Computed, not measured: one molecule with the formula C6H13NO at a distorted geometry, with wB97M-V/def2-TZVPD.

Properties
highest occupied orbital energy	-9.102	eV
multiplicity	1
SMILES string	[H]/N=C(\C)C(C)(C)CO
relative energy (zero: lowest compared OMol25 entry of this formula, charge and spin)	1.3226	eV
HOMO-LUMO gap	9.8636	eV

```
21
Properties=species:S:1:pos:R:3:forces:R:3
H -0.209257 2.507272 1.418725 -0.2 0.0 -0.3
N 0.244879 1.635108 1.165604 -0.2 0.1 -0.5
C -0.275846 1.002008 0.179500 -0.3 0.4 1.1
C -1.511640 1.460148 -0.538374 0.1 0.3 0.0
C 0.270474 -0.348689 -0.145635 -0.1 -2.2 1.4
C -0.553061 -1.421999 0.813348 0.2 1.6 -1.6
C 0.139415 -0.721415 -1.616884 -0.1 0.0 0.3
C 1.724452 -0.496918 0.339563 -0.2 0.6 0.0
O 1.787689 -0.335515 1.726942 -0.5 2.2 0.8
H -1.926284 2.348605 -0.062557 0.0 0.0 0.0
H -1.270271 1.700450 -1.572820 0.0 0.0 -0.1
H -2.270501 0.680064 -0.549522 0.0 -0.1 0.0
H -0.160662 -2.422966 0.671187 0.1 -0.1 -0.1
H -0.506783 -1.154116 1.862868 0.2 0.1 -0.1
H -1.586262 -1.373030 0.479517 -0.3 -0.3 0.0
H -0.905714 -0.794524 -1.913985 0.0 0.0 -0.1
H 0.615267 -1.683790 -1.794880 0.0 -0.1 0.0
H 0.628393 0.013883 -2.255700 0.0 0.1 -0.1
H 2.095401 -1.494909 0.083370 0.0 0.1 0.0
H 2.346429 0.264154 -0.160047 0.1 -0.2 -0.2
H 1.323882 0.636179 1.869783 1.3 -2.6 -0.5
```
Forces are in eV/Å.

# 2
Computed, not measured: a 11-piece molecular cluster, C23H64N4O19 overall at a distorted geometry, with wB97M-V/def2-TZVPD.

Properties
highest occupied orbital energy	-9.472	eV
multiplicity	1
SMILES string	C[N+](=O)[O-].C[N+](=O)[O-].C[N+](=O)[O-].C[N+](=O)[O-].COCCOC.COCCOC.COCCOC.COCCOC.CO.CO.CO
HOMO-LUMO gap	9.7893	eV

```
110
Properties=species:S:1:pos:R:3:forces:R:3
C -0.249229 1.241703 -4.335066 -0.2 -1.0 2.5
N -1.494090 0.389373 -4.508820 -1.1 0.6 0.6
O -1.398526 -0.695096 -5.035549 0.3 0.3 -0.1
O -2.561241 0.824670 -4.053410 1.2 -0.2 -0.5
H -0.217815 2.058734 -5.035563 -0.1 0.0 -0.3
H 0.556137 0.492781 -4.356329 -0.1 0.7 -0.4
H -0.318421 1.653748 -3.268561 0.0 -0.4 -1.6
C 1.733266 -3.786830 4.237390 1.2 2.2 -2.1
N 0.499071 -3.217087 3.538870 1.8 1.3 1.3
O 0.521691 -2.022011 3.298403 0.2 -0.1 -0.3
O -0.454053 -3.914404 3.395495 -1.1 -1.3 -0.4
H 2.029835 -3.106476 5.012225 -0.2 0.3 0.4
H 2.620271 -3.852540 3.566418 -1.0 0.4 0.0
H 1.538433 -4.734233 4.534053 -1.0 -2.7 1.2
C 3.891667 0.667485 3.857749 -0.4 0.3 1.3
N 3.823293 -0.701305 4.449454 -1.0 1.2 0.2
O 3.396995 -0.751310 5.579695 0.0 -0.6 0.6
O 4.095521 -1.645618 3.753402 0.4 -0.5 -0.3
H 3.891702 1.434012 4.667587 0.0 -0.8 -0.7
H 3.029647 0.787204 3.220283 -0.1 -0.1 -0.2
H 4.781329 0.652442 3.307886 1.1 0.4 -1.0
C -5.044726 2.607710 3.075391 -0.5 -1.2 -1.3
N -5.337396 2.363998 4.509868 2.0 0.8 0.8
O -4.392987 2.321499 5.306924 -0.7 -0.2 -1.0
O -6.486213 2.336171 4.825877 -1.4 -0.3 0.4
H -4.600051 3.590969 2.955617 0.1 0.0 0.2
H -6.052898 2.574967 2.574611 1.3 0.0 0.4
H -4.342871 1.808354 2.692281 -0.8 1.0 0.5
C -1.866839 3.020016 -1.061602 -0.1 1.1 0.4
O -1.463505 3.850289 -2.144200 -0.2 -1.2 -0.7
C -2.674350 3.955393 -2.959778 0.9 3.3 2.4
C -2.356306 4.821950 -4.181951 -1.5 -1.9 0.4
O -1.652306 4.045209 -5.129138 -0.8 0.7 -1.9
C -2.562974 3.497744 -6.144216 2.0 -0.6 0.9
H -2.594422 2.309157 -1.449467 0.1 -0.5 0.5
H -2.329869 3.654453 -0.294420 -0.4 -0.1 -0.1
H -1.050430 2.562000 -0.527299 0.6 -0.3 -0.3
H -3.275816 4.647588 -2.187903 -0.1 -1.8 -2.0
H -2.989288 2.937080 -3.164578 -0.7 0.3 -0.2
H -1.694314 5.584403 -3.854459 0.3 1.1 0.2
H -3.358008 5.180285 -4.565393 1.2 0.1 0.1
H -3.035598 2.719475 -5.570365 -0.7 -0.7 -0.6
H -1.934632 3.118992 -6.982975 -0.4 0.1 0.8
H -3.292161 4.166664 -6.564513 -0.2 0.8 0.1
C 4.128533 -1.193793 -0.491549 -1.4 0.2 2.3
O 4.018000 -1.968292 -1.660547 -1.7 0.5 0.6
C 5.175172 -2.535125 -2.100187 2.1 0.2 -1.1
C 4.983726 -3.535133 -3.229667 -0.1 1.0 -1.1
O 4.554409 -4.821645 -2.943936 -1.0 -0.6 0.8
C 3.160578 -4.983441 -2.613306 0.9 0.7 -0.6
H 3.147280 -1.241027 0.171402 1.7 0.1 -1.8
H 4.360348 -0.127021 -0.655577 -0.2 -0.4 -0.4
H 4.896402 -1.571444 0.202323 0.0 -0.2 -0.4
H 5.694356 -3.086906 -1.314297 0.1 0.1 0.4
H 5.919187 -1.734668 -2.501990 -1.0 -1.0 0.6
H 5.992065 -3.631333 -3.632174 0.0 -0.2 -0.2
H 4.340817 -3.142607 -4.043741 0.2 0.3 0.3
H 3.084910 -6.014896 -2.398663 -0.4 -1.0 0.4
H 2.453770 -4.744689 -3.413373 0.4 0.0 -0.6
H 2.835657 -4.378428 -1.787856 0.2 0.3 0.8
C -0.396559 -0.122507 -0.693639 1.8 -0.9 -1.6
O -0.099399 0.526529 0.536546 -1.1 -0.6 -0.6
C -1.238419 0.378346 1.373575 0.9 0.8 1.7
C -0.952616 1.150746 2.660540 -2.2 -0.6 1.0
O -1.316891 2.524625 2.524717 0.3 -0.1 -0.2
C -1.179093 3.347623 3.671311 -0.4 0.2 0.5
H -0.647691 -1.237353 -0.624839 0.1 1.6 0.4
H 0.573547 -0.102162 -1.304498 -1.4 0.1 0.7
H -1.179621 0.426070 -1.257427 0.2 -0.4 0.3
H -1.391410 -0.671087 1.657142 0.0 0.1 -0.4
H -2.155301 0.806242 0.955265 0.1 -0.2 -0.4
H 0.021125 0.996271 3.047933 1.5 0.1 -0.2
H -1.553410 0.629086 3.466496 0.0 0.8 -0.6
H -0.136507 3.685069 3.912076 -0.8 -0.3 -0.5
H -1.597612 2.854161 4.547964 0.2 -0.4 0.2
H -1.876059 4.209958 3.574114 0.8 -0.3 -0.4
C -1.460593 -4.050261 -0.099823 1.0 -0.7 1.5
O -2.616665 -3.255409 0.110159 1.3 0.2 -0.7
C -3.588280 -3.728269 0.996535 -0.6 0.0 -0.9
C -4.392591 -2.494839 1.446087 -0.7 -1.2 -0.3
O -3.821721 -1.584915 2.332093 0.6 1.4 -1.3
C -3.736796 -1.940702 3.658303 2.2 -1.1 1.0
H -1.702402 -5.142136 -0.136790 0.0 0.7 -0.1
H -0.739779 -3.929621 0.814915 -1.0 -0.1 -1.6
H -0.926144 -3.791651 -1.046989 -0.6 0.2 0.9
H -3.205200 -4.335514 1.821199 0.3 0.2 0.1
H -4.265711 -4.404958 0.386023 0.3 0.6 0.9
H -5.267840 -2.937160 1.908786 -0.7 0.1 0.2
H -4.710099 -1.945337 0.539154 0.3 -0.2 0.5
H -3.108129 -2.891958 3.712958 -1.1 0.8 0.5
H -4.709530 -1.995952 4.121376 -0.5 -0.5 0.3
H -3.134467 -1.189143 4.236667 -0.6 -0.4 -0.8
C 2.028486 3.675219 -0.605527 -0.4 -0.1 -0.2
O 2.086489 2.356830 -0.124773 -0.3 -0.3 1.1
H 1.614737 3.685220 -1.583982 -0.9 0.1 -0.9
H 1.539143 4.397515 0.030101 -0.4 0.0 0.4
H 3.008724 4.008373 -0.751395 1.8 0.5 0.0
H 1.244882 2.145763 0.320879 0.2 -0.3 -0.3
C 5.316221 3.219845 1.336949 1.4 -1.7 0.3
O 4.121067 2.931016 1.980811 -2.2 -0.3 -0.4
H 5.210448 3.891987 0.504471 0.1 0.4 -0.4
H 5.994786 3.619882 2.097313 -0.2 0.4 -0.2
H 5.857524 2.270369 1.014859 -0.7 0.9 -0.1
H 3.362983 2.725423 1.345683 1.5 0.2 0.7
C -0.110103 -3.357657 -3.637949 -1.3 0.2 -1.3
O 0.595588 -2.571323 -2.724161 -0.3 0.5 0.4
H -0.215064 -2.898836 -4.641234 0.1 0.2 0.5
H 0.423294 -4.263405 -3.803752 0.1 -1.2 -0.1
H -1.155875 -3.574137 -3.320126 0.8 0.2 0.2
H 1.515816 -2.785048 -2.856840 0.5 0.2 0.2
```
Forces are in eV/Å.

# 3
Computed, not measured: one molecule with the formula C5H10O2S at a distorted geometry, with wB97M-V/def2-TZVPD.

Properties
highest occupied orbital energy	-8.900	eV
multiplicity	1
SMILES string	C[C@@H]1COCSCO1
relative energy (zero: lowest compared OMol25 entry of this formula, charge and spin)	1.5516	eV
HOMO-LUMO gap	9.7383	eV

```
18
Properties=species:S:1:pos:R:3:forces:R:3
C 0.800838 -1.663635 -1.967163 -0.3 0.7 -0.2
C -0.178755 -1.181177 -0.867823 0.9 -0.3 -0.5
C -0.892778 0.125317 -1.217891 0.8 0.2 1.2
O -1.765972 0.529191 -0.161712 0.3 0.0 -0.4
C -1.171161 0.714795 1.114062 -0.3 0.6 0.2
S 0.510779 1.420950 1.104706 -0.6 0.6 0.4
C 1.435792 -0.078193 0.716386 -0.4 -1.0 -1.0
O 0.537691 -1.137609 0.416975 -0.5 -0.5 -0.4
H 1.413907 -0.840696 -2.356081 0.1 -0.1 0.3
H 0.277546 -2.048492 -2.849349 -0.2 0.0 0.2
H 1.455874 -2.451152 -1.601586 -0.1 0.0 0.2
H -0.978916 -1.929223 -0.805944 0.4 -0.1 0.8
H -0.120546 0.886636 -1.387263 -0.2 0.1 -0.1
H -1.496185 0.045835 -2.110949 -0.2 -0.2 -0.2
H -1.808764 1.473454 1.614144 0.5 -0.4 -0.2
H -1.170681 -0.212312 1.699457 0.0 0.3 -0.2
H 2.076058 0.118289 -0.157631 0.0 0.1 0.4
H 2.041882 -0.412846 1.572378 -0.3 0.1 -0.4
```
Forces are in eV/Å.

# 4
Computed, not measured: C2H14N2O4 as an isolated structure at a distorted geometry, with wB97M-V/def2-TZVPD.

Properties
highest occupied orbital energy	-9.523	eV
multiplicity	1
relative energy (zero: lowest compared OMol25 entry of this formula, charge and spin)	8.6575	eV
HOMO-LUMO gap	4.7192	eV

```
22
Properties=species:S:1:pos:R:3:forces:R:3
C -0.653304 1.474368 -0.137803 0.6 1.7 1.4
N 0.730593 1.263524 -0.524110 -1.9 -2.9 -0.5
C 0.953864 0.167405 -1.524040 0.3 -0.5 -0.5
N 0.451005 -1.136352 -1.073952 -3.1 4.5 -1.8
H -0.656910 1.960232 0.853501 0.1 -0.1 -0.3
H -1.225847 2.123584 -0.794855 0.0 -0.6 -0.4
H -1.061069 0.478444 0.078879 -0.8 0.7 -0.2
H 1.163495 0.833230 0.294376 0.5 0.6 0.9
H 2.040500 0.095663 -1.493544 0.0 -0.4 -0.8
H 0.586910 0.352927 -2.530340 -0.2 0.5 0.0
H -3.455602 -0.318870 2.179919 0.1 0.0 -0.2
H -2.899729 -0.206436 0.671603 0.0 0.3 0.8
O -3.029354 0.277586 1.555946 -0.1 -0.1 -0.1
H 2.876775 -2.128538 0.178140 -0.4 -0.1 0.0
H -3.082637 -1.021669 -1.169547 -0.1 0.3 0.1
O -2.356407 -0.582356 -0.707300 1.1 -1.3 -1.0
H 1.249975 -1.574484 -0.577091 2.2 -2.4 1.2
H 2.324781 -0.439144 1.198261 -0.5 0.5 1.0
O 2.349176 -1.338830 -0.011031 2.1 -0.5 0.5
H -0.559907 -1.070756 -0.790286 -0.2 -0.1 0.3
H 2.424886 0.632195 2.454874 0.1 -0.1 -0.2
O 1.828816 0.158272 1.868394 0.2 -0.1 -0.3
```
Forces are in eV/Å.